8
Properties=species:S:1:pos:R:3:forces:R:3 method="wB97M-V/def2-TZVPD" orbital_gap_ha=0.3346 energy_ha=-568.90693 e_above_lowest_ev=3.0109 largest_force_ev_per_a=9.2 homo_ev=-8.99 e_lumo_ha=0.0041
C -1.089 -0.648 1.507 -1.979 -1.147 8.891
C -0.508 -0.647 0.501 1.226 -0.749 -6.895
C -0.082 -0.667 -0.925 2.665 1.265 0.885
N 0.699 0.339 -1.311 -2.201 -1.365 0.660
S 0.602 1.667 -0.199 2.193 0.810 -1.175
H -1.226 -0.857 2.695 -0.023 0.937 -3.829
H -0.128 -1.615 -1.556 -0.092 1.558 0.946
H 1.731 2.429 -0.712 -1.789 -1.310 0.517